{
  "formula": "C50H103N6O8PS2Si",
  "method": "ωB97M-V/def2-TZVPD",
  "symbols": ["C", "C", "C", "C", "C", "S", "N", "P", "C", "C", "C", "C", "C", "C", "C", "O", "C", "C", "O", "Si", "C", "C", "C", "C", "S", "C", "C", "N", "N", "C", "C", "O", "C", "O", "O", "H", "H", "H", "H", "H", "H", "H", "H", "H", "H", "H", "H", "H", "H", "H", "H", "H", "H", "H", "H", "H", "H", "H", "H", "H", "H", "H", "H", "H", "H", "H", "H", "H", "H", "H", "H", "H", "H", "H", "H", "H", "H", "H", "H", "H", "H", "H", "H", "H", "C", "C", "C", "C", "C", "C", "N", "O", "C", "C", "C", "H", "H", "H", "H", "H", "H", "H", "H", "H", "H", "H", "H", "H", "H", "H", "H", "H", "H", "C", "C", "C", "C", "C", "C", "N", "O", "C", "C", "C", "H", "H", "H", "H", "H", "H", "H", "H", "H", "H", "H", "H", "H", "H", "H", "H", "H", "H", "C", "C", "C", "C", "C", "C", "N", "O", "C", "C", "C", "H", "H", "H", "H", "H", "H", "H", "H", "H", "H", "H", "H", "H", "H", "H", "H", "H", "H"],
  "xyz": [[1.80, 0.65, 1.15], [1.16, 0.06, 0.32], [0.51, -0.81, -0.67], [0.66, -0.15, -2.05], [2.15, 0.13, -2.37], [3.38, -1.13, -1.84], [2.35, 0.39, -3.82], [3.78, -0.01, -4.64], [4.03, -1.74, -5.17], [5.29, 0.76, -3.95], [1.23, 1.13, -4.45], [1.18, 2.56, -3.80], [0.69, 2.94, -2.38], [1.17, 4.37, -2.03], [1.27, 4.55, -0.49], [2.60, 4.61, -0.01], [1.51, 1.45, -5.94], [2.56, 2.52, -6.25], [3.08, 2.20, -7.53], [4.34, 3.13, -8.15], [5.18, 4.24, -6.90], [5.63, 1.92, -8.79], [3.70, 4.10, -9.64], [-0.06, 0.19, -4.40], [-1.44, 1.42, -4.16], [-0.43, -0.50, -5.73], [0.54, -1.49, -6.45], [0.60, -1.29, -7.91], [-0.08, -0.82, -3.22], [-1.45, -1.16, -2.66], [-2.64, -1.55, -3.54], [-3.58, -2.18, -2.66], [0.62, -2.10, -3.49], [-0.25, -3.03, -4.10], [0.49, -4.24, -4.08], [2.35, 1.31, 1.78], [-0.53, -0.85, -0.33], [0.90, -1.82, -0.57], [0.07, 0.76, -1.92], [2.46, 1.02, -1.83], [2.67, -2.20, -1.48], [3.68, -1.87, -6.19], [3.61, -2.49, -4.49], [5.10, -1.92, -5.17], [5.94, 1.04, -4.77], [4.99, 1.68, -3.44], [5.84, 0.12, -3.26], [2.23, 2.85, -3.76], [0.65, 3.23, -4.48], [1.04, 2.31, -1.56], [-0.40, 2.99, -2.28], [0.45, 5.11, -2.39], [2.17, 4.57, -2.43], [0.72, 3.75, 0.01], [0.81, 5.50, -0.20], [3.20, 4.19, -0.64], [0.57, 1.87, -6.30], [1.82, 0.58, -6.50], [2.10, 3.52, -6.25], [3.37, 2.54, -5.51], [5.29, 3.74, -5.93], [4.68, 5.19, -6.71], [6.19, 4.44, -7.24], [6.61, 2.09, -8.36], [5.35, 0.90, -8.51], [5.69, 1.92, -9.88], [3.16, 3.40, -10.28], [4.58, 4.50, -10.16], [3.06, 4.91, -9.30], [-2.41, 0.85, -4.88], [-0.69, 0.27, -6.46], [-1.38, -1.03, -5.64], [1.56, -1.45, -6.08], [0.19, -2.51, -6.32], [0.80, -0.32, -8.11], [-0.34, -1.44, -8.29], [-1.29, -2.06, -2.06], [-1.80, -0.42, -1.95], [-3.18, -0.71, -3.97], [-2.41, -2.24, -4.35], [-3.26, -3.08, -2.50], [1.02, -2.56, -2.59], [1.47, -1.92, -4.14], [-0.07, -4.84, -3.56], [-2.90, -1.12, 6.35], [-1.73, -0.26, 5.85], [-2.26, 0.87, 4.97], [-2.79, 0.36, 3.63], [-1.73, -0.46, 2.90], [-1.08, -1.56, 3.74], [-0.72, -1.07, 5.10], [0.41, -0.42, 5.04], [-2.02, -2.79, 3.85], [0.16, -2.07, 3.01], [-1.08, 0.31, 7.11], [-3.48, -0.55, 7.08], [-3.61, -1.40, 5.58], [-2.55, -2.03, 6.84], [-1.46, 1.60, 4.78], [-3.05, 1.40, 5.50], [-3.70, -0.22, 3.77], [-3.08, 1.21, 3.01], [-2.18, -0.92, 2.00], [-0.95, 0.22, 2.54], [-1.59, -3.53, 4.52], [-2.13, -3.25, 2.87], [-3.02, -2.56, 4.19], [0.85, -1.27, 2.77], [-0.14, -2.54, 2.07], [0.70, -2.82, 3.60], [-0.68, -0.49, 7.74], [-1.83, 0.85, 7.69], [-0.27, 1.00, 6.89], [-7.47, 2.63, -0.16], [-6.68, 2.23, 1.11], [-7.55, 1.36, 2.01], [-8.69, 2.15, 2.66], [-8.15, 3.37, 3.41], [-7.20, 4.25, 2.59], [-6.19, 3.43, 1.85], [-5.22, 3.10, 2.64], [-7.98, 5.15, 1.62], [-6.49, 5.22, 3.54], [-5.48, 1.44, 0.60], [-7.59, 1.75, -0.79], [-8.47, 2.98, 0.04], [-6.94, 3.39, -0.73], [-6.94, 0.92, 2.79], [-7.96, 0.54, 1.42], [-9.42, 2.46, 1.91], [-9.22, 1.51, 3.35], [-8.99, 3.99, 3.76], [-7.64, 3.02, 4.30], [-7.30, 5.71, 0.98], [-8.58, 5.87, 2.18], [-8.68, 4.62, 0.98], [-5.99, 4.70, 4.36], [-7.22, 5.89, 3.98], [-5.75, 5.82, 3.01], [-4.84, 2.06, -0.03], [-5.83, 0.59, 0.00], [-4.87, 1.04, 1.41], [2.45, -3.35, 6.59], [3.87, -3.32, 6.01], [3.81, -3.59, 4.51], [3.44, -5.04, 4.19], [4.38, -6.02, 4.88], [4.57, -5.76, 6.38], [4.78, -4.31, 6.67], [6.02, -3.98, 6.46], [3.37, -6.30, 7.18], [5.77, -6.57, 6.88], [4.38, -1.91, 6.27], [1.90, -2.47, 6.25], [1.85, -4.21, 6.27], [2.46, -3.34, 7.68], [4.77, -3.36, 4.05], [3.08, -2.91, 4.06], [2.40, -5.25, 4.47], [3.49, -5.20, 3.11], [4.03, -7.04, 4.74], [5.36, -5.96, 4.39], [3.46, -6.04, 8.24], [3.33, -7.39, 7.11], [2.40, -5.94, 6.83], [6.67, -6.36, 6.30], [5.56, -7.63, 6.78], [5.98, -6.35, 7.93], [4.44, -1.71, 7.34], [3.68, -1.19, 5.84], [5.36, -1.73, 5.83]],
  "lowdin_spin": [0.00, 0.00, 0.00, 0.00, 0.00, 0.00, 0.00, 0.00, 0.00, 0.00, 0.00, 0.00, 0.00, 0.00, 0.00, 0.00, 0.00, 0.00, 0.00, 0.00, 0.00, 0.00, 0.00, 0.00, 0.00, 0.00, 0.00, 0.00, 0.00, 0.00, 0.00, 0.00, 0.00, 0.00, 0.00, 0.00, 0.00, 0.00, 0.00, 0.00, 0.00, 0.00, 0.00, 0.00, 0.00, 0.00, 0.00, 0.00, 0.00, 0.00, 0.00, 0.00, 0.00, 0.00, 0.00, 0.00, 0.00, 0.00, 0.00, 0.00, 0.00, 0.00, 0.00, 0.00, 0.00, 0.00, 0.00, 0.00, 0.00, 0.00, 0.00, 0.00, 0.00, 0.00, 0.00, 0.00, 0.00, 0.00, 0.00, 0.00, 0.00, 0.00, 0.00, 0.00, 0.00, 0.03, 0.02, 0.00, 0.01, 0.03, 0.36, 0.54, 0.00, 0.00, 0.00, 0.00, 0.00, 0.00, 0.00, 0.00, 0.00, 0.00, 0.00, 0.00, 0.00, 0.00, 0.00, 0.00, 0.00, 0.00, 0.00, 0.00, 0.00, 0.00, 0.03, 0.02, 0.00, 0.02, 0.03, 0.37, 0.54, 0.00, 0.00, 0.00, 0.00, 0.00, 0.00, 0.00, 0.00, 0.00, 0.00, 0.00, 0.00, 0.00, 0.00, 0.00, 0.00, 0.00, 0.00, 0.00, 0.00, 0.00, 0.00, 0.03, 0.02, 0.00, 0.01, 0.03, 0.36, 0.55, 0.00, 0.00, 0.00, 0.00, 0.00, 0.00, 0.00, 0.00, 0.00, 0.00, 0.00, 0.00, 0.00, 0.00, 0.00, 0.00, 0.00, 0.00, 0.00, 0.00, 0.00],
  "multiplicity": 4,
  "gap_ev": [6.89, 7.18],
  "total_charge": 1,
  "lumo_energy_ev": [-2.6194, -2.6192]
}